This record from the Open Molecules 2025 dataset describes C31H39N5O2OsP2 as an isolated structure at a distorted geometry. The level of theory is the ωB97M-V functional and the def2-TZVPD basis.

Computed properties:
Spin multiplicity: 5
Net charge: +2
Energy (hartree): -2401.3955

Last column: Mulliken charge in e.
Cartesian coordinates (Å):
Os1 0.08677 -0.82118 2.07645  1.24
P1 1.84154 -1.14972 -1.26711  0.23
P2 -2.02412 -0.14656 -1.36642  0.34
O1 -2.48386 -1.38779 3.70256  -0.66
O2 1.46354 0.32736 5.28549  -0.59
N1 -2.18523 1.36458 -2.32396  0.68
N2 2.46008 -2.45373 -2.45079  0.41
N3 -3.53604 -0.77915 -2.33802  0.14
N4 3.25144 -0.05748 -1.84064  0.52
N5 -0.31065 -0.76450 4.14612  0.06
C1 -4.28152 -0.26951 -3.40310  0.03
C2 -5.16867 -1.23938 -3.88800  -0.61
C3 1.13677 0.74721 1.21819  -0.71
C4 -0.43612 -0.42641 6.50575  -0.45
C5 -1.59651 1.42401 2.43422  -0.88
C6 0.39319 -0.25281 5.25045  0.04
C7 2.83142 -3.80260 -4.25403  -0.67
C8 3.36561 0.87809 -2.86607  -0.19
C9 -1.64589 -1.18954 6.03141  -0.47
C10 -0.35513 2.78485 4.02831  -0.95
C11 -1.60799 2.06957 3.62666  -1.09
C12 -3.95100 -2.10376 -2.18289  -0.15
C13 -1.10297 2.14173 1.20315  1.14
C14 3.18716 -4.51133 -3.07092  -0.61
C15 -1.84535 3.03705 -3.83521  -0.82
C16 -4.94323 -2.41149 -3.10207  -0.54
C17 3.00838 -3.65023 -1.98426  -0.23
C18 -0.80173 -0.97472 -2.47587  -1.31
C19 -1.79068 1.65616 -3.64160  -0.46
C20 0.65049 -0.40158 -2.46106  -1.13
C21 4.47325 -0.07756 -1.16341  -0.42
C22 -1.57330 -1.17848 4.50252  0.30
C23 5.34109 0.84602 -1.76112  -0.63
C24 -2.55625 2.57903 -1.73672  -0.54
C25 0.93107 2.27344 3.30276  -1.71
C26 4.63889 1.45671 -2.82373  -0.78
C27 1.12038 0.87348 2.70875  -1.33
C28 -2.26873 3.62253 -2.60055  -0.89
C29 0.23949 1.72863 0.49532  0.64
C30 1.42171 -2.11758 2.64770  -1.08
C31 2.48284 -2.51417 -3.84080  -0.19
H1 1.75757 2.31470 4.04738  0.49
H2 -1.22969 -0.94977 -3.49530  0.52
H3 2.29485 -1.62954 -4.45169  0.42
H4 -3.50643 -2.72061 -1.40245  0.44
H5 -2.59347 -0.75364 6.37356  0.35
H6 -1.87712 1.93248 0.44934  -1.37
H7 0.17549 -1.00395 7.22895  0.35
H8 2.07335 0.44479 0.70186  1.28
H9 3.27446 -3.75637 -0.93745  0.43
H10 -0.77834 -2.02820 -2.15594  0.68
H11 2.12655 -1.79970 3.42549  0.39
H12 -0.42641 3.86694 3.76130  0.48
H13 -1.54185 -2.23905 6.37087  0.30
H14 -4.15895 0.74991 -3.74753  0.45
H15 1.08201 -0.51689 -3.46895  0.22
H16 -0.19098 2.75534 5.12273  0.40
H17 0.64784 0.67549 -2.23865  0.90
H18 2.82856 -4.17203 -5.26428  0.48
H19 -0.65819 0.57205 6.91201  0.19
H20 -5.45207 -3.37253 -3.20907  0.45
H21 -2.19524 0.48279 2.27260  1.01
H22 2.52335 1.14093 -3.50468  0.51
H23 -2.50776 2.08899 4.27741  0.44
H24 4.60560 -0.68490 -0.28762  0.47
H25 -0.05083 1.32842 -0.50349  -1.24
H26 6.34529 1.03107 -1.41151  0.47
H27 4.95868 2.25691 -3.46322  0.47
H28 0.84280 -2.98492 3.02301  0.45
H29 -1.09465 3.24666 1.37026  0.43
H30 -2.36087 4.66860 -2.35655  0.49
H31 -3.07671 2.59118 -0.78703  0.70
H32 1.97112 -2.42676 1.73913  0.02
H33 -1.62365 3.55484 -4.76505  0.51
H34 1.92293 0.30304 3.18951  1.55
H35 3.54866 -5.52009 -3.00126  0.46
H36 1.10489 2.98772 2.47960  0.44
H37 0.78589 2.67259 0.24601  0.39
H38 -5.87832 -1.10907 -4.69926  0.45
H39 -1.52842 0.87343 -4.32750  0.46



This record from the Open Molecules 2025 dataset describes one molecule with the formula C3H10N4S at a distorted geometry. The level of theory is the ωB97M-V functional and the def2-TZVPD basis.

Computed properties:
Spin multiplicity: 1
Energy (hartree): -737.4499

Last column: Mulliken charge in e.
Cartesian coordinates (Å):
S1 -1.47433 -1.69041 -1.37233  -0.25
N1 -0.51531 0.91829 1.38292  -0.41
N2 1.28008 0.41392 -1.64944  -0.54
N3 0.81292 1.13428 -0.53045  -0.20
N4 -0.60174 2.33371 1.20247  -0.64
C1 0.42973 -1.08551 0.56287  -0.53
C2 -0.94660 -1.74796 0.34275  -0.75
C3 0.25389 0.37517 0.51966  0.46
H1 -0.41161 -2.36040 -1.85925  0.13
H2 0.63939 -1.25673 1.59225  0.32
H3 -1.67729 -1.26634 0.97676  0.44
H4 0.19943 1.93145 -0.75115  0.33
H5 1.26152 -1.45468 -0.08860  0.38
H6 -1.18069 2.65119 1.97984  0.28
H7 -0.93152 -2.82387 0.67140  0.33
H8 2.01607 0.99557 -2.07606  0.24
H9 0.51322 0.21531 -2.26796  0.19
H10 0.33283 2.71703 1.36431  0.22